Record 1
Below is 14 unconnected molecules or ions with the total composition C41H97Cl2F6N9O22 at a distorted geometry, with properties calculated with ωB97M-V/def2-TZVPD.

The total charge is 0. The frontier orbital gap comes out at 0.216 Eh. Its HOMO energy is -6.2 eV.

Atoms and positions in Å:
C  5.8492  3.4544  -4.4812
O  6.4569  3.8675  -3.2474
C  7.2239  2.8941  -2.5053
C  7.1975  3.4119  -1.0649
N  5.7521  3.4548  -0.5902
H  5.2770  4.1157  -1.1882
H  5.3390  2.5483  -0.7564
C  5.5259  3.9615  0.8823
C  5.6139  5.5216  0.9911
O  6.7483  5.9943  0.3515
C  6.7649  7.4125  0.2588
H  5.0423  2.7334  -4.3497
H  6.6052  3.0922  -5.1779
H  5.4522  4.2869  -5.0620
H  8.2180  2.8245  -2.9471
H  6.7761  1.9008  -2.5353
H  7.6250  4.4143  -1.0430
H  7.7307  2.7355  -0.3968
H  6.3422  3.5343  1.4648
H  4.5354  3.6104  1.1717
H  5.6112  5.9059  2.0110
H  4.7645  5.9054  0.4261
H  7.7999  7.6469  0.0099
H  6.4580  8.0776  1.0660
H  6.1129  7.5658  -0.6011
C  0.3672  2.5528  3.3516
O  0.1026  2.1483  2.0288
C  -0.5681  0.9021  2.0097
C  -1.0009  0.6441  0.5473
N  0.2206  0.5986  -0.4351
H  0.6968  1.4741  -0.2710
H  0.8832  -0.1314  -0.2156
C  -0.1031  0.4919  -1.9521
C  -1.0512  -0.6548  -2.2807
O  -0.6955  -1.8626  -1.6882
C  0.4496  -2.5332  -2.1865
H  0.7119  3.5847  3.4182
H  1.2198  2.0142  3.7652
H  -0.4285  2.4308  4.0865
H  -1.4491  0.9843  2.6462
H  0.0774  0.1037  2.3757
H  -1.6720  1.4216  0.1821
H  -1.3824  -0.3749  0.4835
H  0.8322  0.5643  -2.5072
H  -0.5421  1.4652  -2.1716
H  -1.1939  -0.7970  -3.3519
H  -2.0386  -0.3482  -1.9357
H  1.2024  -1.7865  -2.4393
H  0.1030  -3.1727  -2.9983
H  0.9327  -3.0929  -1.3856
C  1.9468  6.0486  -3.4352
O  1.7843  7.3693  -2.8928
O  1.8714  5.1975  -2.2988
C  1.0001  5.6701  -4.6704
F  0.9546  6.6455  -5.5901
F  1.4631  4.6072  -5.2989
F  -0.2982  5.3871  -4.3433
C  2.4075  8.4976  -3.5018
C  2.0238  9.6629  -2.5736
H  2.4569  10.5775  -2.9784
H  0.9457  9.8041  -2.4973
H  2.4747  9.5433  -1.5884
H  1.9731  8.7676  -4.4644
H  3.4836  8.3991  -3.6452
H  2.9791  6.0401  -3.7848
C  3.6300  -2.1216  1.5738
O  2.2060  -2.4103  1.7269
O  3.7416  -1.4238  0.3937
C  4.2151  -1.5374  2.9132
F  5.5414  -1.4450  2.8358
F  3.7591  -0.3844  3.2588
F  4.0261  -2.3571  3.9757
C  1.7923  -3.7057  2.1229
C  0.2159  -3.7528  2.1386
H  -0.1732  -2.8314  2.5719
H  -0.1660  -3.8531  1.1226
H  -0.2640  -4.5176  2.7492
H  2.1358  -3.9819  3.1198
H  2.2541  -4.5193  1.5635
H  4.1066  -3.0963  1.4687
C  1.4956  -3.8303  7.8692
C  0.9106  -2.3745  7.6217
C  -0.2933  -2.0978  8.4981
C  -0.7383  -0.6462  8.3799
C  -1.7926  -0.1011  9.3255
C  -2.0811  1.3344  9.0758
H  1.6678  -3.9896  8.9337
H  2.4168  -3.9482  7.2986
H  0.7585  -4.5872  7.6013
H  1.6826  -1.6925  7.9780
H  0.7858  -2.2093  6.5515
H  0.0654  -2.2839  9.5104
H  -1.1221  -2.7621  8.2531
H  0.1556  -0.0413  8.5321
H  -1.0272  -0.4406  7.3492
H  -2.6977  -0.7082  9.3084
H  -1.3673  -0.1200  10.3290
H  -2.6116  1.7858  9.9142
H  -1.2076  1.9771  8.9659
H  -2.6708  1.4854  8.1716
C  -11.3832  -3.4383  1.1214
C  -10.0069  -2.8355  1.2331
C  -9.0139  -3.0970  0.0844
C  -7.7202  -2.3721  0.3018
C  -6.5502  -2.9719  -0.5602
C  -6.7367  -2.6088  -2.0599
H  -11.7243  -3.6031  2.1435
H  -11.3983  -4.3523  0.5277
H  -12.1180  -2.7455  0.7112
H  -10.1434  -1.7701  1.4185
H  -9.5114  -3.1824  2.1399
H  -9.4527  -2.8142  -0.8725
H  -8.8186  -4.1597  -0.0593
H  -7.8406  -1.3023  0.1310
H  -7.3006  -2.4446  1.3052
H  -5.5500  -2.6609  -0.2587
H  -6.5243  -4.0594  -0.4905
H  -7.5942  -3.0528  -2.5656
H  -6.7484  -1.5308  -2.2206
H  -5.8038  -2.8871  -2.5501
Cl  -5.6666  4.2238  1.6665
C  -6.9697  3.9358  0.5123
C  -6.4737  4.0388  -0.9175
Cl  -5.3595  2.7038  -1.3961
H  -7.6863  4.7484  0.6317
H  -7.4823  2.9948  0.7121
H  -5.8694  4.9231  -1.1202
H  -7.3587  4.1091  -1.5499
C  -2.6278  -7.1250  -1.9502
N  -2.5171  -7.3161  -3.4135
O  -1.4481  -7.6055  -3.9860
O  -3.5672  -7.4444  -4.0860
H  -2.9443  -8.1006  -1.5814
H  -3.3278  -6.3610  -1.6119
H  -1.6607  -6.7632  -1.6009
C  6.0534  -3.3759  -3.8995
N  6.5348  -4.5899  -4.5778
O  6.6140  -4.6458  -5.7411
O  6.9799  -5.4946  -3.8611
H  5.3023  -3.0008  -4.5948
H  6.8393  -2.6240  -3.9710
H  5.8127  -3.6045  -2.8613
C  4.6120  6.7047  9.1721
N  4.0561  6.1540  7.8895
O  4.4989  6.5883  6.8788
O  3.2767  5.2047  7.9579
H  5.5356  7.2603  9.0097
H  4.9366  5.9066  9.8398
H  3.8629  7.3785  9.5878
C  0.3336  -8.6581  -8.2933
N  1.5054  -8.1269  -7.5010
O  1.4628  -6.9637  -7.0721
O  2.5282  -8.8235  -7.5799
H  0.2324  -8.1469  -9.2507
H  -0.5627  -8.4525  -7.7082
H  0.5555  -9.7125  -8.4581
C  -6.0074  -2.2724  5.9607
N  -5.3893  -1.3017  5.0061
O  -5.8561  -0.1761  5.0099
O  -4.5046  -1.6627  4.2505
H  -5.2471  -2.9458  6.3563
H  -6.7615  -2.8203  5.3957
H  -6.4815  -1.7322  6.7802
C  -3.1338  -4.2451  -7.1995
N  -3.8440  -4.9379  -8.3081
O  -5.0640  -4.8526  -8.3194
O  -3.2457  -5.7349  -8.9762
H  -3.0650  -3.2072  -7.5256
H  -2.1621  -4.7190  -7.0602
H  -3.7454  -4.4760  -6.3274
C  2.3269  0.4705  -9.2429
N  2.6218  -0.4410  -8.0894
O  3.7686  -0.7268  -7.9254
O  1.6858  -0.8266  -7.3640
H  2.3887  1.4897  -8.8614
H  1.2805  0.2869  -9.4867
H  3.0506  0.2548  -10.0289

Atom charges from the Mulliken analysis, given in e for atoms 1 to 8:
1 C -0.829
2 O -0.281
3 C -0.645
4 C -0.588
5 N -0.149
6 H 0.282
7 H 0.386
8 C -0.640

Record 2
Below is 3 unconnected molecules or ions with the total composition BrClFN2O at a distorted geometry, with properties calculated with ωB97M-V/def2-TZVPD.

The total charge is -1. The frontier orbital gap (alpha / beta) comes out at 0.279 / 0.279 Eh. Its HOMO energy (alpha / beta) is -4.8 / -4.8 eV.

Atoms and positions in Å:
N  -4.4597  -1.3323  -0.0023
N  -3.4719  -0.8132  0.0074
O  -5.5737  -1.9074  -0.0119
F  3.2169  3.1909  0.1326
Cl  4.4074  1.2802  -0.2488
Br  5.8810  -0.4182  0.1230

Charges obtained by Mulliken population analysis, quoted in units of e:
1 N 0.596
2 N -0.150
3 O -0.446
4 F -0.773
5 Cl 0.062
6 Br -0.288

Record 3
Below is 2 unconnected molecules or ions with the total composition C3H6O3 at a distorted geometry, with properties calculated with ωB97M-V/def2-TZVPD.

The total charge is 0. The frontier orbital gap comes out at 0.354 Eh. Its structure (SMILES) is C=CO.O=CO. Its HOMO energy is -9.0 eV.

Atoms and positions in Å:
C  -1.8785  2.3018  -0.6080
C  -1.1810  2.0420  0.4871
O  -0.3682  1.0197  0.7799
H  -2.6373  3.0864  -0.6450
H  -2.1098  1.7700  -1.5252
H  -1.2408  2.7517  1.3106
H  -0.5404  0.2190  0.2950
O  2.1121  -1.9291  -1.2565
C  2.3243  -2.5373  -0.2641
O  1.4258  -2.5260  0.7865
H  3.2979  -2.9760  -0.0089
H  0.7959  -3.2223  0.6486

Atom charges from the Mulliken analysis, given in e for atoms 1 to 8:
1 C -0.776
2 C 0.173
3 O -0.448
4 H 0.207
5 H 0.279
6 H 0.276
7 H 0.288
8 O -0.381

Energy relative to the best compared isomer or geometry (same formula, charge and spin), record by record: 123.5; 11.1; 53.8 kcal per mole